# 1
# C18H62N22O12

12 unconnected molecules or ions with the total composition C18H62N22O12 (the ωB97M-V functional and the def2-TZVPD basis, the OMol25 dataset).

The geometry in XYZ format:
```
114
Properties=species:S:1:pos:R:3:forces:R:3:mulliken_charge:R:1
H 0.354 -2.699 5.891 0.1 -0.1 0.1 0.14
H -2.814 -2.354 -0.990 0.0 0.1 -0.3 -0.46
C -2.521 1.100 -4.423 -0.5 0.4 0.3 0.39
N 0.245 -0.824 0.408 0.1 0.3 -1.0 2.10
C -1.177 3.223 2.063 0.0 -1.7 2.7 0.81
C 3.064 1.631 4.226 0.5 0.0 -0.1 -1.67
O -1.532 1.018 -3.675 -0.3 -0.4 -0.5 -0.75
H -4.590 2.094 0.804 0.4 0.1 0.3 0.17
H 2.647 0.629 -1.301 0.1 -0.1 0.1 -0.15
H 2.283 4.240 4.277 0.0 -0.5 0.3 0.52
O 3.681 4.184 2.814 -0.1 0.3 -0.8 -0.31
H -4.499 0.357 -2.840 -0.2 0.3 0.0 0.16
H 3.006 -0.697 2.006 -0.3 -0.3 0.1 0.05
N -0.050 -0.411 5.071 0.1 -1.2 0.3 -0.35
H -1.660 4.489 0.383 0.1 0.2 -0.3 0.28
O 5.483 -1.740 0.370 0.1 0.6 0.2 -0.71
N 0.666 -2.589 4.946 -0.1 0.1 -0.1 -0.36
C -0.510 -0.187 -0.534 0.0 -1.0 1.3 -1.47
H 3.178 2.215 5.142 -0.2 -0.1 0.1 0.39
O 1.437 -4.856 2.936 0.3 -0.1 0.0 -0.77
O -3.050 -4.226 -0.282 -0.2 -0.9 -0.5 -0.41
H 0.540 -1.005 -2.073 -0.1 -0.1 0.0 -0.26
C 2.192 2.360 3.200 0.0 -1.9 1.1 2.02
H -3.328 -1.890 -3.802 -0.2 -0.1 0.3 0.17
H -2.647 -4.593 -2.573 -0.1 0.0 0.0 0.34
H -3.779 -3.103 1.272 0.0 0.0 0.2 0.36
H -2.000 -3.368 1.277 -0.3 0.3 -0.1 -0.38
C 2.397 3.859 3.251 -0.7 -0.2 0.4 -0.84
N 1.084 -4.365 -2.941 -0.5 -0.7 -1.2 -0.36
N -1.641 4.029 3.096 0.8 0.9 -1.3 -0.48
C -2.644 -2.704 -3.554 0.5 0.7 0.3 -0.96
H -1.404 2.219 -2.196 0.0 0.2 0.0 -0.02
H -1.799 -2.249 -3.034 0.1 0.0 -0.1 0.06
H 1.181 -4.648 -3.904 -0.1 0.4 -0.1 0.20
N 3.514 -1.322 1.410 0.3 0.1 0.0 0.02
H 1.546 -2.492 -4.478 0.0 0.1 0.0 0.17
H -3.744 0.165 -5.778 0.0 -0.3 -0.1 0.18
O -1.347 0.674 -0.186 0.4 -1.3 -0.3 0.11
H -2.066 1.663 3.108 -0.2 0.0 0.0 0.24
O -0.391 3.574 1.194 -0.2 0.1 0.4 -0.84
C 4.754 -0.947 0.955 -0.3 -0.3 -0.8 0.57
H 1.963 2.482 1.299 0.5 -0.3 -0.6 0.11
H -1.476 5.011 2.952 -0.1 0.1 0.2 0.29
H -1.255 1.206 1.635 -0.2 0.2 -0.2 -0.37
O -2.957 4.134 -2.484 0.0 -0.1 0.4 -0.85
H -0.265 -3.795 1.387 0.2 0.1 0.1 -0.02
H 1.533 4.321 2.748 0.6 0.4 -0.8 0.27
H 3.290 -2.298 1.336 -0.1 0.0 0.3 0.03
H 3.167 6.206 2.614 0.0 -0.2 -0.2 0.32
C -2.977 -3.813 1.053 0.0 0.0 0.0 -0.04
H 3.486 -5.320 1.487 -0.1 0.1 0.1 0.23
C 1.583 -4.641 1.739 -1.2 0.8 -0.9 0.44
H -5.309 -4.135 -2.500 0.0 -0.2 0.0 0.28
H -4.909 -3.415 -3.878 0.1 0.0 0.0 0.27
H -2.371 3.760 3.726 -0.2 -0.1 -0.1 0.14
H -0.379 -0.730 5.963 -0.1 0.7 0.2 0.15
H 0.936 -5.182 -2.378 0.2 0.5 0.9 0.25
N 3.273 1.321 -1.667 0.1 0.8 -0.4 -0.04
O 3.545 0.112 -3.537 -0.3 0.6 -0.6 -0.78
H 4.082 1.463 3.864 -0.1 0.1 -0.2 0.36
H 4.036 5.761 4.059 0.6 0.2 -0.1 0.31
H -2.405 -0.789 -5.187 0.1 0.0 -0.2 0.23
H -3.070 -4.697 1.681 -0.1 0.0 0.0 0.33
C -3.295 -3.709 -2.630 -0.7 -0.7 -0.5 0.56
H -0.958 2.558 -0.566 -0.2 0.4 -0.2 0.08
H -0.225 0.523 4.761 0.0 0.0 -0.3 0.12
H 1.163 2.115 3.502 -0.1 0.7 0.1 -0.83
C 3.974 5.558 2.984 -0.7 -0.2 0.0 -0.81
N 1.870 -2.284 -3.549 -0.9 -0.5 -0.6 -0.30
H -3.109 0.430 -1.789 0.0 -0.1 -0.2 -0.11
H -2.273 -3.083 -4.509 -0.2 -0.5 0.1 0.43
H 3.407 2.181 -1.168 -0.2 -0.1 0.2 0.17
N -3.344 2.167 -4.356 0.4 -0.2 -0.3 -0.16
H 0.908 -3.621 0.107 -0.2 0.0 -0.2 -0.02
H 5.706 0.906 0.677 0.4 -0.6 -0.2 0.19
H -3.963 2.428 -5.100 -0.1 -0.2 0.0 0.20
H -2.988 5.393 -0.238 -0.2 0.0 -0.4 0.23
H -0.819 -0.011 -2.483 0.3 -0.3 -0.3 0.34
N -4.082 0.622 -1.971 0.3 -0.2 0.9 0.23
H 4.854 5.771 2.387 0.3 0.1 0.4 0.25
N 4.981 0.386 1.132 0.2 0.8 0.7 -0.27
H 2.356 -1.401 -3.430 0.4 0.0 0.4 0.22
N -0.362 -0.635 -1.813 -0.3 1.0 0.5 1.34
N -1.535 1.921 2.300 0.5 0.2 -0.6 -0.04
C -4.751 1.379 -1.048 -1.0 0.1 -0.1 0.32
C -3.453 -3.229 -1.192 0.8 1.2 0.5 0.13
N -1.371 2.878 -1.427 -0.3 0.9 -0.5 0.06
H -3.194 2.824 -3.576 0.1 0.4 -0.3 0.23
H 2.651 0.646 4.451 0.0 0.1 0.1 0.29
O 0.695 -1.275 3.088 0.1 0.1 -0.1 -0.36
O -5.890 1.817 -1.224 0.7 -0.4 0.0 -0.77
O 2.012 -2.936 -1.400 -1.1 -0.2 -0.3 -0.54
H -4.473 -2.876 -0.991 -0.1 -0.2 0.0 0.22
C 1.630 -3.180 -2.562 1.9 0.4 1.0 0.36
N -4.597 -4.119 -3.220 0.2 0.0 0.2 -0.75
H 4.349 0.967 1.684 -0.1 -0.4 -0.6 0.05
H -3.130 1.207 0.208 -0.1 0.3 0.4 0.15
C 0.445 -1.429 4.277 0.0 0.4 0.2 0.31
H 0.059 -0.768 1.402 0.1 0.0 -0.1 -0.50
N 2.392 1.734 1.860 -0.7 2.0 -0.4 0.09
H 5.103 2.032 -4.235 0.0 -0.2 0.0 0.23
N 0.587 -4.084 0.945 0.7 -0.6 0.4 0.03
N 2.703 -4.903 1.015 0.7 -0.4 0.6 -0.30
N -2.888 0.084 -5.265 0.3 0.7 0.0 -0.41
N 4.666 2.096 -3.338 -0.4 0.3 0.1 -0.40
N -2.251 4.733 -0.390 -0.3 0.1 -0.1 -0.35
H 1.037 -3.400 4.467 -0.1 0.0 -0.4 0.24
H 0.921 -1.496 0.075 0.1 -0.1 0.3 -0.82
N -4.067 1.576 0.127 -0.4 -0.3 -0.9 -0.22
C -2.258 3.912 -1.485 0.6 -0.1 -0.1 0.54
H 1.724 0.989 1.658 0.1 -0.2 0.7 -0.41
C 3.773 1.159 -2.926 0.3 -1.7 0.9 0.64
H 2.782 -4.781 0.021 -0.3 0.3 0.0 0.16
H 4.948 2.813 -2.697 0.1 0.1 -0.2 0.14
```
Positions in Å, forces in eV/Å.

The HOMO-LUMO gap comes out at 8.89 eV. The calculation puts the LUMO energy at 0.01 eV. Its SMILES is COC[C@H](C)N.COC[C@H](C)N.NC(N)=O.NC(N)=O.NC(N)=O.NC(N)=O.NC(N)=O.NC(N)=O.NC(N)=O.NC(N)=O.NC(N)=O.NC(N)=O. The calculation puts the largest force on an atom at 3.2 eV Å⁻¹.

=====

# 2
# C5H8O2

A molecular structure, C5H8O2 (the ωB97M-V functional and the def2-TZVPD basis, the OMol25 dataset).

The geometry in XYZ format:
```
15
Properties=species:S:1:pos:R:3:forces:R:3:mulliken_charge:R:1
H 2.138 0.887 1.283 -0.1 -0.1 0.0 0.38
C -0.085 -0.787 -0.900 0.0 -0.1 -0.1 -0.90
H 0.209 -1.826 -0.768 0.0 0.2 0.0 0.31
C 0.556 0.172 0.064 0.2 -0.2 0.2 1.07
H -1.509 1.759 0.905 0.1 -0.1 -0.1 0.27
O -1.414 -0.990 1.265 -0.2 -0.1 -0.1 -0.53
C -0.874 -0.223 0.253 0.1 0.2 -0.1 0.37
H -0.284 -0.477 -1.925 0.0 0.0 0.2 0.23
C 1.776 -0.070 0.900 0.0 0.0 0.0 -1.47
H 1.522 -0.703 1.757 0.0 0.0 -0.1 0.34
H -1.977 -1.663 0.864 0.0 0.1 0.1 0.34
H -1.853 1.495 -0.843 0.1 -0.1 0.1 0.24
H 2.583 -0.551 0.341 -0.1 0.1 0.0 0.30
O 0.199 1.511 -0.297 0.1 0.1 0.0 -0.47
C -1.192 1.239 -0.006 -0.4 0.0 0.0 -0.48
```
Positions in Å, forces in eV/Å.

The HOMO-LUMO gap comes out at 9.82 eV. The calculation puts the LUMO energy at 0.79 eV. The calculation puts the largest force on an atom at 0.4 eV Å⁻¹.

=====

# 3
# C5H8S

C5H8S in the gas phase (the ωB97M-V functional and the def2-TZVPD basis, the OMol25 dataset).

The geometry in XYZ format:
```
14
Properties=species:S:1:pos:R:3:forces:R:3:mulliken_charge:R:1
H 0.810 -0.381 1.545 -0.3 -0.7 -1.9 0.13
H -0.618 -2.101 0.515 -0.6 -1.8 0.6 0.37
H -0.722 2.113 -0.788 0.3 0.4 0.8 0.34
H -0.301 1.888 1.146 -0.3 -0.1 -2.1 0.28
C 2.174 0.002 0.004 3.1 0.7 -1.5 -0.63
H 2.857 -0.257 -0.881 -1.4 0.1 1.2 0.22
H -0.269 -1.674 -1.184 0.5 -0.8 -1.8 0.39
H 0.848 0.500 -1.430 -0.9 -0.7 0.2 0.18
C 0.923 -0.617 0.414 -2.5 -2.4 1.7 0.21
S -1.559 -0.054 0.036 -0.7 0.9 0.1 -0.15
C -0.294 -1.401 -0.187 0.8 2.3 2.9 -0.82
C -0.357 1.518 0.056 0.7 -3.0 1.1 -0.66
H 2.781 0.373 0.810 0.1 0.0 0.4 0.23
C 0.812 0.565 -0.339 1.3 4.9 -1.7 -0.08
```
Positions in Å, forces in eV/Å.

The HOMO-LUMO gap comes out at 9.57 eV. The calculation puts the LUMO energy at 1.04 eV. Its SMILES is C1SC[C@H]2C[C@H]12. The calculation puts the largest force on an atom at 5.4 eV Å⁻¹.

=====

# 4
# CH2F3NS2

2 unconnected molecules or ions with the total composition CH2F3NS2 (the ωB97M-V functional and the def2-TZVPD basis, the OMol25 dataset).

The geometry in XYZ format:
```
9
Properties=species:S:1:pos:R:3:forces:R:3:mulliken_charge:R:1
S 0.482 -0.981 -0.439 -0.2 1.4 -0.3 -0.07
F -4.027 0.185 1.083 0.3 -0.1 -0.7 -0.19
N -0.115 0.394 0.544 0.6 -0.6 -2.4 -0.30
F -4.226 -0.085 -1.037 -0.6 -0.2 -1.3 -0.16
H -0.295 -0.027 1.389 -0.6 -0.5 2.8 0.29
F -2.765 -1.278 0.079 -0.5 0.2 -0.3 -0.16
C -3.389 -0.106 -0.071 2.4 1.1 2.4 0.44
S -1.213 1.441 -0.040 -1.7 -0.7 -0.1 -0.01
H 0.446 -0.134 -1.489 0.3 -0.6 -0.2 0.16
```
Positions in Å, forces in eV/Å.

The HOMO-LUMO gap (alpha / beta) comes out at 7.90 / 8.08 eV. The calculation puts the LUMO energy (alpha / beta) at -1.11 / -0.65 eV. The calculation puts the largest force on an atom at 3.6 eV Å⁻¹.

=====

# 5
# C3H5NO3

C3H5NO3 in the gas phase (the ωB97M-V functional and the def2-TZVPD basis, the OMol25 dataset).

The geometry in XYZ format:
```
12
Properties=species:S:1:pos:R:3:forces:R:3:mulliken_charge:R:1
O 0.000 -1.996 -0.768 0.2 -0.6 -0.1 -0.57
H -1.652 0.155 1.450 0.0 0.0 0.2 0.34
H 1.788 -0.529 -0.273 0.0 0.1 0.0 0.35
N -0.762 -1.104 -0.495 -0.2 0.1 -0.2 0.93
C -0.213 0.232 -0.261 1.1 1.6 2.9 0.20
C -0.601 0.494 1.408 -0.5 -0.2 0.0 -0.01
H 1.674 1.230 -0.100 0.0 0.1 0.1 0.36
H 1.386 0.472 -1.668 0.1 0.0 -0.1 0.35
H -0.856 0.975 -0.736 -0.1 -0.3 -0.1 0.28
O -1.961 -1.214 -0.359 -0.5 -0.1 0.0 -0.56
C 1.252 0.361 -0.596 -0.2 -0.2 0.0 -1.25
O -0.054 0.925 2.397 0.1 -0.6 -2.7 -0.42
```
Positions in Å, forces in eV/Å.

The HOMO-LUMO gap comes out at 10.33 eV. The calculation puts the LUMO energy at -0.10 eV. Its SMILES is C[C@H](C=O)[N+](=O)[O-]. The calculation puts the largest force on an atom at 3.5 eV Å⁻¹.